Here is a molecular structure, C46H48N7OPSTi from the Open Molecules 2025 dataset. Energies are from ωB97M-V/def2-TZVPD.

Each line ends with the Mulliken spin population.
Geometry (Å):
Ti  -0.30619  -1.10418  0.43148  1.07
N  -2.82311  -3.40701  3.33369  0.02
C  -2.06943  -2.53197  2.59317  0.06
S  -2.16032  -2.71411  0.85151  -0.02
N  -1.34700  -1.67162  3.23906  -0.01
N  -0.59359  -0.87159  2.40446  0.18
C  0.00376  0.17466  2.96640  0.09
C  0.47412  1.16712  2.09022  0.16
C  0.99370  2.40903  2.52555  0.06
C  1.24706  3.39616  1.62243  0.07
C  0.97662  3.16233  0.25577  0.10
C  0.50227  1.93531  -0.11007  0.01
N  0.26677  0.92719  0.75176  0.02
H  -3.60804  -3.82958  2.87032  0.00
H  -2.94287  -3.16392  4.30369  0.00
H  0.02915  0.29031  4.04356  0.01
H  1.15752  2.56020  3.58453  -0.01
H  1.63300  4.35337  1.94809  0.00
H  1.13454  3.92690  -0.49064  0.00
H  0.28920  1.72563  -1.15196  0.02
C  2.99903  2.14950  -3.39232  0.00
C  3.24831  1.02238  -2.39774  0.01
C  4.23794  1.32306  -1.30320  0.00
C  5.20212  2.31182  -1.44107  0.00
C  6.15912  2.50785  -0.45965  0.00
C  6.17107  1.68053  0.64970  0.00
C  5.22527  0.67371  0.82812  0.00
C  5.35756  -0.20838  2.05518  0.00
C  4.24740  -0.06541  3.08693  -0.01
C  4.21952  0.52899  -0.14814  -0.01
N  3.14652  -0.38188  0.01975  0.02
C  3.43570  -1.61369  0.15647  0.01
C  2.53076  -2.67182  0.49799  0.00
C  3.01037  -3.94163  0.78741  0.01
C  1.91240  -4.71613  1.17693  0.00
C  0.81536  -3.88435  1.09533  0.02
N  1.14690  -2.62034  0.68860  0.00
H  2.12245  1.94143  -4.01037  0.00
H  3.84304  2.29157  -4.06847  0.00
H  2.82502  3.09528  -2.87703  0.00
H  3.59478  0.13130  -2.93663  0.00
H  2.31874  0.71966  -1.91790  0.01
H  5.21508  2.92944  -2.33000  0.00
H  6.90738  3.28195  -0.57181  0.00
H  6.94015  1.80570  1.40346  0.00
H  6.31278  0.03889  2.52353  0.00
H  5.43892  -1.25798  1.76946  0.00
H  4.16422  0.96904  3.42227  0.00
H  4.45295  -0.69195  3.95679  0.00
H  3.28634  -0.36640  2.67752  0.00
H  4.46997  -1.95563  0.03572  0.00
H  4.04612  -4.24068  0.72580  0.00
H  1.90230  -5.74928  1.48371  0.00
H  -0.21066  -4.13350  1.30354  0.00
C  1.52075  -3.93848  -2.52962  0.00
C  0.32918  -3.03874  -2.84600  0.00
C  -0.95404  -3.61692  -2.26604  0.01
C  0.64519  -1.56705  -2.44672  0.09
C  0.80762  -0.66496  -3.66605  0.00
O  -0.43500  0.05531  -3.72136  0.01
C  -1.03661  -0.07843  -2.52380  0.05
N  -0.45999  -0.87766  -1.69645  -0.07
C  -2.29782  0.72202  -2.45054  0.02
C  -2.75724  1.17632  -3.69867  0.00
C  -3.92293  1.90383  -3.82495  0.00
C  -4.66752  2.20681  -2.69616  0.01
C  -4.22866  1.76326  -1.46526  0.00
C  -3.05417  1.02118  -1.30753  0.00
P  -2.66824  0.48899  0.41654  0.00
C  -4.34094  -0.16290  0.83700  0.01
C  -5.06778  0.18245  1.97102  0.00
C  -6.29982  -0.40952  2.23208  0.00
C  -6.82434  -1.34936  1.36281  0.00
C  -6.10995  -1.69781  0.22306  0.00
C  -4.88156  -1.11591  -0.02991  0.01
C  -2.56036  2.08211  1.30717  -0.02
C  -2.41208  2.02336  2.69719  0.00
C  -2.26207  3.18042  3.44379  0.00
C  -2.22591  4.41586  2.81234  -0.01
C  -2.32672  4.48256  1.43196  0.01
C  -2.48847  3.32414  0.68408  0.00
H  1.38243  -4.91944  -2.98749  0.00
H  1.63447  -4.07800  -1.45376  0.00
H  2.45292  -3.51854  -2.91673  0.00
H  0.20974  -3.02991  -3.93500  0.00
H  -0.87768  -3.75578  -1.18854  -0.01
H  -1.13465  -4.59694  -2.71133  0.00
H  -1.82582  -2.99182  -2.46846  0.00
H  1.54112  -1.53553  -1.82390  -0.05
H  0.90955  -1.21981  -4.59559  0.00
H  1.61340  0.05987  -3.58000  0.00
H  -2.19023  0.94661  -4.58556  0.00
H  -4.24498  2.22940  -4.80512  0.00
H  -5.58369  2.77790  -2.77158  0.00
H  -4.81564  1.99053  -0.58408  0.00
H  -4.70417  0.92870  2.65722  0.00
H  -6.84877  -0.12077  3.11939  0.00
H  -7.78478  -1.80569  1.56536  0.00
H  -6.50579  -2.43212  -0.46668  0.00
H  -4.33144  -1.41173  -0.91502  0.00
H  -2.38776  1.06236  3.19773  0.01
H  -2.15491  3.11285  4.51903  0.00
H  -2.10245  5.32065  3.39357  0.00
H  -2.27338  5.43902  0.92759  0.00
H  -2.55006  3.39995  -0.39395  0.01

Results
total charge = 0
highest occupied orbital energy (spin up / spin down) = -5.5 / -7.2 eV
E_tot = -104201.214 eV
multiplicity = 3